(one)
Below is a single C6H13N molecule, with properties calculated with ωB97M-V/def2-TZVPD.

Values from the calculation:
E_HOMO: -7.547 eV
Kohn-Sham gap: 8.63 eV

Geometry as ORCA input:
```
! wB97M-V def2-TZVPD RIJCOSX def2/J DEFGRID3
* xyz 0 1
C -2.283 0.889 -0.310
C -0.869 0.837 -1.016
N 0.028 -2.069 -0.606
C 0.569 -0.934 0.026
C 0.208 0.343 -0.062
C 0.673 1.453 0.881
C 1.884 -1.309 0.705
H -2.064 0.730 0.741
H -2.848 0.038 -0.688
H -2.784 1.838 -0.305
H -1.024 0.332 -1.964
H -0.547 1.842 -1.339
H -0.582 -1.797 -1.359
H 0.588 -2.887 -0.743
H 1.149 2.152 0.193
H -0.244 1.789 1.350
H 1.404 1.092 1.607
H 2.094 -2.362 0.670
H 2.779 -0.764 0.415
H 1.870 -1.213 1.805
*
```


(two)
Below is a single C6H13N molecule, with properties calculated with ωB97M-V/def2-TZVPD.

Values from the calculation:
E_HOMO: -8.695 eV
Kohn-Sham gap: 9.78 eV

Geometry as ORCA input:
```
! wB97M-V def2-TZVPD RIJCOSX def2/J DEFGRID3
* xyz 0 1
C 0.865 -1.063 -1.192
C -0.373 -1.012 -0.290
C -0.354 0.190 0.580
C -0.840 1.397 0.268
C -0.658 2.707 0.989
C 0.393 0.031 1.908
N 0.628 -2.046 -2.258
H 1.029 -0.118 -1.714
H 1.768 -1.224 -0.602
H -0.312 -1.875 0.389
H -1.309 -1.118 -0.834
H -1.352 1.443 -0.693
H 0.365 2.885 1.312
H -0.908 3.544 0.340
H -1.361 2.758 1.823
H -0.176 -0.713 2.477
H 1.353 -0.440 1.690
H 0.406 0.961 2.457
H 0.523 -2.991 -1.914
H 1.392 -2.047 -2.907
*
```


Which of them is the most stable? Correct choice: (two).


(one)
Below is a single C6H13N molecule, with properties calculated with ωB97M-V/def2-TZVPD.

Values from the calculation:
E_HOMO: -8.712 eV
Kohn-Sham gap: 9.89 eV

Geometry as ORCA input:
```
! wB97M-V def2-TZVPD RIJCOSX def2/J DEFGRID3
* xyz 0 1
C 1.422 -2.018 0.405
C 0.108 -1.417 -0.010
C -0.287 -0.360 0.982
C -1.875 2.640 -1.147
C -0.998 1.448 -0.803
C -1.178 0.735 0.372
N 2.443 -0.862 0.259
H 1.734 -2.916 -0.240
H 1.302 -2.403 1.420
H -0.806 -2.072 0.036
H 0.046 -1.312 -1.150
H 0.573 0.014 1.561
H -0.738 -0.996 1.688
H -2.929 2.615 -0.947
H -1.812 2.913 -2.232
H -1.616 3.536 -0.565
H -0.139 1.212 -1.433
H -1.940 1.055 1.106
H 3.278 -0.904 0.849
H 2.797 -0.876 -0.707
*
```


(two)
Below is a single C6H13N molecule, with properties calculated with ωB97M-V/def2-TZVPD.

Values from the calculation:
E_HOMO: -8.895 eV
Kohn-Sham gap: 10.01 eV

Geometry as ORCA input:
```
! wB97M-V def2-TZVPD RIJCOSX def2/J DEFGRID3
* xyz 0 1
C 2.097 -0.601 -1.022
C 1.188 0.702 -0.964
C 0.219 0.854 0.143
C -3.550 -0.439 0.731
C -2.110 0.291 0.908
C -1.006 -0.013 0.140
N 2.897 -0.663 0.255
H 2.868 -0.336 -1.727
H 1.503 -1.453 -1.368
H 0.600 0.673 -1.842
H 1.850 1.585 -1.144
H -0.179 1.840 -0.230
H 0.740 0.978 1.013
H -3.645 -0.710 1.797
H -3.330 -1.047 -0.157
H -4.441 0.238 0.545
H -2.042 1.208 1.472
H -0.984 -0.604 -0.836
H 2.197 -1.081 0.831
H 3.560 -1.412 0.247
*
```


(three)
Below is a single C6H13N molecule, with properties calculated with ωB97M-V/def2-TZVPD.

Values from the calculation:
E_HOMO: -8.703 eV
Kohn-Sham gap: 9.77 eV

Geometry as ORCA input:
```
! wB97M-V def2-TZVPD RIJCOSX def2/J DEFGRID3
* xyz 0 1
C 1.695 0.519 -0.178
C 0.881 -0.882 0.086
C -0.656 -0.440 0.257
C -1.487 -0.200 -0.807
C -2.887 0.295 -0.903
C -0.929 0.115 1.697
N 3.187 0.213 -0.235
H 1.281 0.898 -1.102
H 1.468 1.188 0.623
H 1.207 -1.222 1.164
H 1.012 -1.526 -0.709
H -0.964 -0.455 -1.856
H -3.447 -0.165 -0.111
H -3.010 1.309 -0.567
H -3.582 0.184 -1.665
H -0.965 -0.760 2.373
H -0.266 0.988 1.988
H -1.981 0.513 1.747
H 3.830 0.998 0.075
H 3.409 0.127 -1.221
*
```


(four)
Below is 2 unconnected molecules or ions with the total composition C6H13N, with properties calculated with ωB97M-V/def2-TZVPD.

Values from the calculation:
E_HOMO: -7.796 eV
Kohn-Sham gap: 8.75 eV

Geometry as ORCA input:
```
! wB97M-V def2-TZVPD RIJCOSX def2/J DEFGRID3
* xyz 0 1
C -1.509 -2.639 1.091
C -0.625 -0.666 -1.033
C 0.780 -0.907 -0.586
N 0.661 0.517 -0.830
C 1.769 1.471 -0.700
C 0.624 1.457 0.259
C -0.498 2.459 0.233
H -0.788 -2.561 1.910
H -1.201 -3.443 0.414
H -2.503 -2.854 1.487
H -0.686 -1.023 -2.074
H -1.537 -1.695 0.533
H 1.500 -1.360 -1.277
H 0.979 -1.179 0.456
H 1.864 2.260 -1.441
H 2.710 1.046 -0.350
H 0.830 1.018 1.236
H -0.313 3.285 0.926
H -0.635 2.864 -0.774
H -1.423 1.948 0.520
*
```


Which of them is the most stable? Correct choice: (one).


(one)
Below is a single C4H4O2 molecule, with properties calculated with ωB97M-V/def2-TZVPD.

Values from the calculation:
E_HOMO: -10.511 eV
Kohn-Sham gap: 10.38 eV

Geometry as ORCA input:
```
! wB97M-V def2-TZVPD RIJCOSX def2/J DEFGRID3
* xyz 0 1
O -2.069 -0.367 1.166
C -1.482 0.428 0.161
C -0.307 -0.210 -0.424
C 0.891 -0.182 -0.583
C 2.320 -0.152 -0.474
O 2.955 0.869 -0.339
H -1.845 -1.284 0.971
H -1.031 1.307 0.623
H -2.170 0.760 -0.626
H 2.738 -1.168 -0.475
*
```


(two)
Below is a single C4H4O2 molecule, with properties calculated with ωB97M-V/def2-TZVPD.

Values from the calculation:
E_HOMO: -8.550 eV
Kohn-Sham gap: 9.30 eV

Geometry as ORCA input:
```
! wB97M-V def2-TZVPD RIJCOSX def2/J DEFGRID3
* xyz 0 1
C -0.115 -0.232 -0.610
C 0.730 -0.875 0.329
C 0.652 0.015 1.388
C -0.753 0.825 -0.056
H -1.037 -0.449 -2.405
H 1.354 -1.766 0.088
H 1.295 0.062 2.307
H -1.407 1.601 -0.415
O -0.110 -0.685 -1.940
O -0.300 0.954 1.205
*
```


(three)
Below is a single C4H4O2 molecule, with properties calculated with ωB97M-V/def2-TZVPD.

Values from the calculation:
E_HOMO: -10.370 eV
Kohn-Sham gap: 10.94 eV

Geometry as ORCA input:
```
! wB97M-V def2-TZVPD RIJCOSX def2/J DEFGRID3
* xyz 0 1
C -1.832 0.122 -0.039
O -0.604 0.592 -0.617
C 0.426 0.254 0.155
O 0.315 -0.316 1.215
C 1.761 0.468 -0.383
C 2.765 -0.204 -0.369
H -2.627 0.704 -0.496
H -1.942 -0.948 -0.244
H -1.794 0.261 1.043
H 3.531 -0.933 -0.266
*
```


(four)
Below is a single C4H4O2 molecule, with properties calculated with ωB97M-V/def2-TZVPD.

Values from the calculation:
E_HOMO: -9.607 eV
Kohn-Sham gap: 10.45 eV

Geometry as ORCA input:
```
! wB97M-V def2-TZVPD RIJCOSX def2/J DEFGRID3
* xyz 0 1
C 1.516 -0.406 -0.081
C 1.010 0.757 -0.733
C 0.089 -0.040 0.224
C -1.317 -0.408 0.451
O 2.299 -1.247 0.006
O 0.502 1.537 0.343
H 0.838 1.091 -1.807
H -1.475 -1.214 1.121
H -1.917 -0.697 -0.473
H -1.543 0.626 0.948
*
```


Which of them is the most stable? Correct choice: (two).


(one)
Below is a single C4H4O2 molecule, with properties calculated with ωB97M-V/def2-TZVPD.

Values from the calculation:
E_HOMO: -8.153 eV
Kohn-Sham gap: 8.73 eV

Geometry as ORCA input:
```
! wB97M-V def2-TZVPD RIJCOSX def2/J DEFGRID3
* xyz 0 1
C -0.608 -0.298 -0.106
C 0.630 -1.004 -0.070
C 1.633 0.022 -0.093
C 0.966 1.112 -0.008
H -2.423 -1.518 0.185
H 0.576 -2.177 -0.392
H 2.811 0.001 -0.240
H 1.300 2.117 0.472
O -1.880 -0.666 0.271
O -0.369 0.990 -0.066
*
```


(two)
Below is a single C4H4O2 molecule, with properties calculated with ωB97M-V/def2-TZVPD.

Values from the calculation:
E_HOMO: -9.712 eV
Kohn-Sham gap: 10.56 eV

Geometry as ORCA input:
```
! wB97M-V def2-TZVPD RIJCOSX def2/J DEFGRID3
* xyz 0 1
C -0.672 -0.048 1.531
C -0.108 -0.082 -1.609
C 0.570 0.434 -0.574
C 0.639 -0.099 0.805
O -1.519 0.485 2.111
O -0.375 -1.222 1.084
H -0.286 0.396 -2.595
H -0.599 -1.057 -1.566
H 0.884 1.368 -0.603
H 1.467 -0.174 1.416
*
```


Which of them is the most stable? Correct choice: (two).


(one)
Below is a molecular structure, C5H10O2, with properties calculated with ωB97M-V/def2-TZVPD.

Values from the calculation:
E_HOMO: -7.819 eV
Kohn-Sham gap: 8.82 eV

Geometry as ORCA input:
```
! wB97M-V def2-TZVPD RIJCOSX def2/J DEFGRID3
* xyz 0 1
C -2.223 -0.800 0.672
O -0.838 -0.544 0.742
C -0.188 0.460 -0.711
C -0.068 1.625 0.091
O 1.375 1.562 0.153
C 1.319 0.391 -0.684
C 2.059 -0.797 -0.120
H -2.769 0.054 0.232
H -2.419 -1.692 0.067
H -2.609 -0.977 1.681
H -0.895 0.110 -1.455
H -0.613 0.628 0.989
H -0.552 2.591 -0.019
H 1.674 0.649 -1.694
H 2.041 -1.634 -0.826
H 3.101 -0.513 0.059
H 1.605 -1.113 0.822
*
```


(two)
Below is 2 unconnected molecules or ions with the total composition C5H10O2, with properties calculated with ωB97M-V/def2-TZVPD.

Values from the calculation:
E_HOMO: -7.761 eV
Kohn-Sham gap: 7.52 eV

Geometry as ORCA input:
```
! wB97M-V def2-TZVPD RIJCOSX def2/J DEFGRID3
* xyz 0 1
C 0.144 -1.624 2.214
C 0.885 -0.820 1.430
C 0.894 -0.666 -0.026
C -0.263 -0.466 -0.810
O -1.154 0.525 -0.446
C -0.755 -1.520 -1.729
H 0.171 -1.419 3.268
H -0.468 -2.378 1.732
H 1.518 -0.067 1.937
H 1.852 -0.447 -0.482
H -1.622 0.292 0.382
H -1.204 -2.325 -1.157
H -1.605 -1.101 -2.273
H -0.063 -1.828 -2.520
H 1.120 3.020 -0.779
H -0.203 3.054 -0.284
O 0.559 3.643 -0.304
*
```


Which of them is the most stable? Correct choice: (two).


(one)
Below is 2 unconnected molecules or ions with the total composition C3H10S, with properties calculated with ωB97M-V/def2-TZVPD.

Values from the calculation:
E_HOMO: -8.973 eV
Kohn-Sham gap: 9.90 eV

Geometry as ORCA input:
```
! wB97M-V def2-TZVPD RIJCOSX def2/J DEFGRID3
* xyz 0 1
C -2.352 0.246 -1.307
H -1.958 1.209 -1.623
H -1.828 -0.455 -1.951
H -3.394 0.245 -1.628
H -2.223 0.043 -0.257
C -0.125 -1.168 1.431
C 1.163 -0.494 0.950
S 0.936 0.645 -0.466
H -0.590 -1.611 0.556
H -0.835 -0.413 1.749
H 0.139 -1.793 2.284
H 1.671 0.020 1.757
H 1.850 -1.220 0.537
H 0.818 1.803 0.194
*
```


(two)
Below is 2 unconnected molecules or ions with the total composition C3H10S, with properties calculated with ωB97M-V/def2-TZVPD.

Values from the calculation:
E_HOMO: -8.355 eV
Kohn-Sham gap: 9.19 eV

Geometry as ORCA input:
```
! wB97M-V def2-TZVPD RIJCOSX def2/J DEFGRID3
* xyz 0 1
C 0.053 1.683 4.188
H -1.045 1.630 4.246
H 0.263 0.605 4.117
H 0.499 2.282 3.410
H 0.379 1.985 5.177
C -0.944 0.401 -2.211
S -0.411 -1.079 -3.100
C 0.896 -2.251 -2.518
H -0.175 0.694 -1.498
H -1.049 1.075 -3.059
H -1.855 0.354 -1.611
H 0.566 -3.238 -2.813
H 0.950 -2.178 -1.425
H 1.875 -1.962 -2.903
*
```


Which of them is the most stable? Correct choice: (one).